# 1
Density functional theory data (ωB97M-V/def2-TZVPD) for C17H21BN6RhSi as an isolated structure.

Kohn-Sham gap (eV): 7.82
ΔE to the lowest compared entry with this formula, charge and spin (kJ/mol): 0.00
Multiplicity: 1
LUMO (eV): -4.16
HOMO energy (eV): -11.97
M (g mol⁻¹): 451.201
Electronic energy (Eh): -1413.71549
Charge: +1

Cartesian coordinates (Å):
Rh: 0.235 -0.331 -0.434
C: -0.986 2.249 2.613
C: -0.611 2.039 1.291
N: -0.233 0.770 1.135
N: -0.364 0.145 2.323
C: -0.809 1.024 3.227
B: -0.091 -1.378 2.487
N: -1.106 -2.149 1.634
C: -1.979 -3.106 1.989
C: -2.705 -3.467 0.874
C: -2.206 -2.651 -0.143
N: -1.245 -1.860 0.323
N: 1.335 -1.616 1.940
C: 2.409 -2.185 2.500
C: 3.467 -2.106 1.614
C: 2.954 -1.424 0.515
N: 1.667 -1.145 0.725
H: -1.339 3.163 3.055
H: -0.628 2.716 0.459
H: -0.984 0.712 4.242
H: -0.161 -1.682 3.638
H: -2.021 -3.462 3.005
H: -3.483 -4.206 0.807
H: -2.500 -2.599 -1.179
H: 2.344 -2.618 3.484
H: 4.468 -2.475 1.747
H: 3.438 -1.139 -0.403
C: 2.154 2.817 -0.752
Si: 1.471 1.284 -1.538
C: 2.654 0.509 -2.751
C: -0.271 1.380 -2.191
C: -0.848 0.158 -2.600
C: -2.222 0.039 -2.860
C: -3.038 1.131 -2.696
C: -2.493 2.358 -2.291
C: -1.150 2.476 -2.030
H: 2.470 3.523 -1.524
H: 3.035 2.558 -0.161
H: 1.456 3.317 -0.085
H: 2.840 1.219 -3.561
H: 2.264 -0.407 -3.195
H: 3.619 0.279 -2.296
H: -0.199 -0.672 -2.895
H: -2.625 -0.903 -3.210
H: -4.098 1.054 -2.899
H: -3.139 3.222 -2.197
H: -0.750 3.440 -1.735

Atomic forces in eV per Å
Rh -0.1 0.2 0.1
C 0.0 0.0 0.0
C -0.1 0.0 0.0
N 0.0 0.0 -0.1
N 0.1 0.0 -0.1
C -0.1 -0.1 0.0
B 0.0 0.0 0.0
N -0.1 0.0 0.1
C 0.0 0.0 0.0
C 0.0 0.0 0.0
C 0.0 0.0 0.0
N 0.1 0.0 0.0
N 0.0 0.1 0.0
C 0.0 -0.1 0.0
C 0.0 0.1 0.0
C 0.0 -0.1 0.0
N -0.1 0.0 -0.1
H 0.0 0.0 0.0
H 0.0 0.0 0.0
H 0.0 0.0 0.0
H 0.0 0.0 0.0
H 0.0 0.0 0.0
H 0.0 0.0 0.0
H 0.0 0.0 0.0
H 0.0 0.0 0.0
H 0.0 0.0 0.0
H 0.0 0.0 0.0
C 0.1 -0.1 0.0
Si 0.0 0.0 0.0
C 0.1 0.0 0.0
C -0.2 0.1 0.0
C 0.2 -0.1 0.0
C 0.0 0.0 0.0
C 0.0 0.0 0.0
C 0.0 0.0 0.0
C 0.0 0.0 0.0
H 0.0 0.0 0.0
H 0.0 0.0 0.0
H 0.0 0.0 0.0
H 0.0 0.0 0.0
H 0.0 0.0 0.0
H 0.0 0.0 0.0
H 0.0 0.0 0.0
H 0.0 0.0 0.0
H 0.0 0.0 0.0
H 0.0 0.0 0.0
H 0.0 0.0 0.0

Need the natural (NBO) charges? In units of e they are: Rh 0.734; C -0.318; C -0.017; N -0.204; N -0.295; C 0.027; B 0.530; N -0.332; C 0.014; C -0.340; C -0.009; N -0.405; N -0.297; C 0.026; C -0.328; C -0.014; N -0.268; H 0.251; H 0.228; H 0.243; H -0.010; H 0.234; H 0.246; H 0.213; H 0.241; H 0.253; H 0.224; C -1.142; Si 1.482; C -1.135; C -0.519; C -0.296; C -0.174; C -0.179; C -0.190; C -0.147; H 0.262; H 0.265; H 0.250; H 0.266; H 0.247; H 0.251; H 0.224; H 0.230; H 0.235; H 0.233; H 0.212

---

# 2
Density functional theory data (ωB97M-V/def2-TZVPD) for one molecule with the formula C17H21BrN4O4S in a non-equilibrium geometry.

Kohn-Sham gap (eV): 8.76
ΔE to the lowest compared entry with this formula, charge and spin (kJ/mol): 6.90
Multiplicity: 1
LUMO (eV): 0.52
HOMO energy (eV): -8.25
SMILES: C[C@H](NC(=O)OC(C)(C)C)c1nnc(SCC(=O)Nc2ccc(Br)cc2)o1
M (g mol⁻¹): 457.350
Electronic energy (Eh): -4152.64331

Cartesian coordinates (Å):
C: -3.872 -2.868 2.322
H: -3.084 -2.549 2.999
H: -3.982 -3.948 2.374
C: -3.523 -2.445 0.897
N: -2.299 -3.102 0.472
C: -1.312 -2.527 -0.263
O: -1.303 -1.365 -0.596
O: -0.385 -3.449 -0.538
C: 0.784 -3.115 -1.335
C: 0.357 -2.663 -2.730
H: -0.210 -1.738 -2.669
H: -0.261 -3.426 -3.199
H: 1.237 -2.496 -3.344
C: 1.609 -2.036 -0.638
H: 1.861 -2.352 0.372
H: 2.528 -1.864 -1.192
H: 1.048 -1.107 -0.587
C: 1.565 -4.427 -1.408
H: 1.833 -4.757 -0.407
H: 2.472 -4.284 -1.987
H: 0.960 -5.198 -1.877
H: -2.206 -4.084 0.679
C: -3.339 -0.969 0.828
N: -2.757 -0.208 1.691
N: -2.794 1.047 1.201
C: -3.412 0.981 0.056
S: -3.729 2.260 -1.052
C: -2.753 3.598 -0.272
H: -3.098 4.509 -0.760
H: -2.989 3.610 0.790
C: -1.257 3.420 -0.545
O: -0.708 3.993 -1.457
N: -0.671 2.586 0.346
C: 0.629 2.083 0.341
C: 0.953 1.157 1.334
C: 2.215 0.604 1.389
C: 3.154 0.971 0.440
C: 2.853 1.891 -0.548
C: 1.590 2.453 -0.596
H: 1.344 3.168 -1.362
H: 3.596 2.167 -1.280
Br: 4.884 0.174 0.487
H: 2.466 -0.113 2.156
H: 0.203 0.862 2.053
H: -1.291 2.131 1.020
O: -3.819 -0.267 -0.225
H: -4.340 -2.708 0.206
H: -4.805 -2.405 2.631

Atomic forces in eV per Å
C 0.0 0.1 -0.2
H 0.1 0.0 0.1
H 0.0 -0.1 0.0
C 0.0 0.0 -0.2
N -0.2 -0.4 0.2
C -0.1 -0.1 0.0
O 0.2 0.2 -0.3
O 0.1 -0.2 0.0
C 0.5 0.2 -0.3
C -0.1 0.0 0.3
H 0.0 0.0 -0.1
H 0.0 -0.1 -0.1
H 0.1 0.0 -0.1
C -0.3 -0.1 -0.1
H 0.1 0.0 0.1
H 0.1 0.0 0.0
H 0.1 0.0 0.0
C -0.4 0.3 0.1
H 0.1 0.0 0.1
H 0.1 0.0 -0.1
H 0.0 -0.1 -0.1
H 0.0 0.1 0.0
C 0.0 0.3 0.7
N -0.3 -1.6 0.4
N -0.4 0.9 -0.8
C 0.3 0.1 0.7
S -0.1 0.3 -0.4
C 0.0 -0.4 -0.1
H 0.0 -0.1 0.0
H 0.0 0.1 0.0
C -0.4 0.1 0.4
O 0.1 0.2 -0.3
N -0.1 -0.1 0.3
C 0.4 0.0 -0.1
C 0.0 0.1 -0.1
C 0.1 0.0 -0.1
C 0.2 -0.1 0.0
C 0.1 -0.2 0.2
C -0.1 0.1 -0.1
H 0.0 0.0 0.0
H 0.1 0.0 0.0
Br -0.1 0.1 0.0
H 0.0 -0.1 0.0
H -0.1 0.0 0.1
H 0.0 0.2 -0.2
O -0.1 0.2 -0.2
H 0.1 0.1 0.2
H -0.1 0.0 0.0

Need the natural (NBO) charges? In units of e they are: C -0.597; H 0.235; H 0.209; C -0.096; N -0.627; C 0.906; O -0.663; O -0.535; C 0.273; C -0.644; H 0.241; H 0.209; H 0.217; C -0.649; H 0.211; H 0.221; H 0.244; C -0.614; H 0.215; H 0.216; H 0.212; H 0.409; C 0.493; N -0.289; N -0.382; C 0.305; S 0.325; C -0.605; H 0.261; H 0.249; C 0.665; O -0.601; N -0.646; C 0.232; C -0.252; C -0.219; C -0.098; C -0.226; C -0.246; H 0.257; H 0.228; Br 0.036; H 0.228; H 0.225; H 0.437; O -0.400; H 0.209; H 0.223

---

# 3
Density functional theory data (ωB97M-V/def2-TZVPD) for one molecule with the formula C17H21Cl2NO in a non-equilibrium geometry.

Kohn-Sham gap (eV): 8.96
ΔE to the lowest compared entry with this formula, charge and spin (kJ/mol): 0.00
Multiplicity: 1
LUMO (eV): 0.73
HOMO energy (eV): -8.23
SMILES: C=CC[C@@H](OC)[C@]12CNCC[C@]1(c1ccc(Cl)c(Cl)c1)C2
M (g mol⁻¹): 326.267
Electronic energy (Eh): -1710.59523

Cartesian coordinates (Å):
Cl: 2.194 -4.488 -4.580
Cl: 1.466 -1.466 -5.265
O: -1.935 2.476 0.266
C: 2.202 2.764 2.756
C: 0.915 2.254 2.617
C: 1.756 -3.766 -1.973
C: 1.395 -2.853 -0.952
C: 1.110 -1.185 -2.644
C: 1.839 -3.366 -3.298
C: 1.510 -2.043 -3.651
C: 1.080 -1.532 -1.239
N: -2.095 -0.898 0.091
C: -3.175 2.460 0.982
C: -0.021 2.753 1.540
C: -1.191 -1.811 0.841
C: 0.223 -1.210 1.170
C: -1.544 0.008 -0.974
C: -0.938 1.665 0.892
C: 1.131 0.850 -0.428
C: 0.651 -0.541 -0.119
C: -0.366 0.667 -0.195
H: 2.850 2.328 3.519
H: 2.555 3.598 2.123
H: 0.636 1.439 3.263
H: 2.042 -4.771 -1.691
H: 1.395 -3.241 0.069
H: 0.827 -0.227 -2.996
H: -2.597 -0.292 0.751
H: -3.022 2.512 2.051
H: -3.802 3.296 0.708
H: -3.724 1.519 0.791
H: 0.526 3.243 0.753
H: -0.668 3.527 1.961
H: -1.700 -2.065 1.744
H: -1.082 -2.713 0.227
H: 0.932 -1.988 1.516
H: 0.159 -0.517 2.011
H: -2.254 0.743 -1.335
H: -1.195 -0.527 -1.853
H: -1.368 1.041 1.681
H: 1.491 1.064 -1.429
H: 1.792 1.293 0.297

Atomic forces in eV per Å
Cl 0.1 0.0 0.4
Cl 0.1 -0.1 -0.2
O -0.9 -0.5 0.1
C -2.8 -1.1 -0.2
C 3.4 1.7 -0.6
C 0.3 0.8 0.3
C 0.4 -0.6 -0.4
C 0.4 -0.5 1.5
C -0.4 0.1 -0.4
C -0.2 -0.5 1.4
C -1.6 0.5 -1.2
N -0.8 0.6 -0.2
C 0.2 -0.8 -0.3
C 0.0 -1.4 0.5
C 0.5 0.9 -1.3
C 1.0 -0.7 0.3
C 1.2 0.4 0.8
C 0.5 -0.2 0.6
C -0.3 -0.2 -0.5
C 0.8 -0.3 0.5
C 0.5 1.2 -1.9
H -0.1 0.4 -0.3
H -0.1 -0.6 0.4
H -0.3 -0.2 0.2
H -0.1 0.0 -0.2
H -0.1 0.2 -0.4
H -0.3 0.9 0.1
H 0.3 -0.6 -0.5
H 0.2 0.1 0.4
H 0.1 0.2 -0.4
H 0.1 0.3 -0.1
H 0.4 0.2 -0.4
H -0.3 -0.3 0.0
H -0.4 -0.3 0.6
H 0.1 0.1 0.2
H -0.5 0.1 -0.1
H 0.0 0.2 -0.2
H -0.6 -0.2 0.4
H 0.0 -0.3 0.2
H -0.3 0.3 0.3
H 0.1 -0.5 0.0
H -0.5 0.6 0.5

Need the natural (NBO) charges? In units of e they are: Cl 0.016; Cl 0.041; O -0.553; C -0.403; C -0.181; C -0.212; C -0.249; C -0.262; C -0.066; C -0.062; C 0.106; N -0.624; C -0.247; C -0.473; C -0.222; C -0.417; C -0.220; C 0.127; C -0.422; C -0.089; C -0.057; H 0.202; H 0.198; H 0.195; H 0.232; H 0.221; H 0.224; H 0.348; H 0.168; H 0.200; H 0.163; H 0.222; H 0.230; H 0.204; H 0.196; H 0.202; H 0.211; H 0.218; H 0.207; H 0.161; H 0.223; H 0.242

---

# 4
Density functional theory data (ωB97M-V/def2-TZVPD) for C17H21Cl3O4Ru as an isolated structure in a non-equilibrium geometry.

Kohn-Sham gap (alpha / beta) (eV): 6.04 / 4.50
<S²>: 6.04
Multiplicity: 5
LUMO (alpha / beta) (eV): 5.23 / 3.92
HOMO energy (alpha / beta) (eV): -0.81 / -0.57
M (g mol⁻¹): 496.780
Electronic energy (Eh): -2436.81780
Charge: -2

Cartesian coordinates (Å):
C: -0.655 0.853 -1.940
C: -0.889 -0.573 -2.190
C: 0.415 -1.167 -2.463
C: -2.179 -1.179 -2.601
C: 1.397 -0.155 -2.345
C: 0.760 1.073 -2.012
C: 1.436 2.373 -1.850
C: -1.680 1.914 -2.016
C: 0.641 -2.575 -2.818
C: 2.857 -0.366 -2.486
Ru: -0.532 -0.475 -0.039
Cl: -0.793 -2.542 0.297
Cl: -2.601 0.152 0.469
Cl: 1.580 -0.403 0.639
H: -2.981 -0.441 -2.567
H: -2.426 -2.010 -1.937
H: -2.107 -1.567 -3.626
H: -0.130 -3.214 -2.370
H: 1.620 -2.921 -2.457
H: 0.624 -2.714 -3.910
H: 3.159 -1.331 -2.056
H: 3.429 0.425 -1.986
H: 3.153 -0.370 -3.544
H: 2.357 2.266 -1.262
H: 0.792 3.079 -1.315
H: 1.717 2.822 -2.817
H: -2.658 1.531 -1.732
H: -1.746 2.327 -3.030
H: -1.425 2.718 -1.324
O: -0.087 2.225 0.889
H: -0.749 1.918 1.544
O: 0.685 1.034 4.579
C: 0.265 0.138 5.461
C: 0.647 0.216 6.826
C: 0.218 -0.750 7.725
C: -0.604 -1.808 7.299
C: -0.990 -1.885 5.957
C: -0.576 -0.933 5.021
C: -0.983 -1.038 3.558
O: -1.710 -1.984 3.247
O: -0.515 -0.111 2.773
H: 0.259 0.689 3.638
H: 1.285 1.046 7.129
H: 0.522 -0.685 8.767
H: -0.943 -2.571 8.001
H: -1.627 -2.697 5.598

Atomic forces in eV per Å
C 0.5 -1.4 -0.5
C 1.4 1.1 -1.2
C -0.6 1.6 0.3
C -0.2 -0.3 -0.1
C -1.0 0.3 -0.2
C -0.3 -1.2 -0.6
C 0.3 0.6 0.4
C -0.2 0.5 0.1
C 0.2 -0.7 0.0
C 0.4 -0.1 0.0
Ru 1.0 4.0 0.3
Cl -0.6 -3.7 0.6
Cl -1.5 0.1 0.2
Cl 1.6 -0.1 0.6
H 0.0 -0.1 0.1
H -0.2 0.0 -0.1
H -0.1 0.0 0.0
H 0.2 0.1 -0.1
H -0.2 0.0 -0.1
H 0.0 -0.1 0.1
H 0.0 0.2 0.0
H -0.1 -0.2 0.0
H 0.1 0.0 0.0
H -0.2 0.0 0.0
H 0.1 -0.2 0.0
H -0.1 -0.1 0.1
H 0.0 0.1 0.0
H 0.0 0.0 -0.1
H -0.1 0.0 0.0
O -0.7 -0.7 0.0
H 0.5 0.2 -0.3
O -0.1 -0.1 -0.1
C -0.3 -0.4 -0.1
C -0.2 0.0 -0.5
C -0.3 -0.2 -0.3
C 0.1 0.1 -0.1
C 0.2 0.3 -0.1
C 0.5 0.3 0.7
C -0.1 0.0 -0.4
O 0.2 0.4 0.0
O -0.4 -0.7 1.0
H 0.1 0.1 0.3
H -0.1 -0.2 0.0
H 0.0 0.0 -0.1
H 0.1 0.2 -0.1
H 0.2 0.3 0.1

Need the natural (NBO) charges? In units of e they are: C -0.102; C -0.135; C -0.020; C -0.633; C -0.061; C 0.036; C -0.650; C -0.648; C -0.645; C -0.633; Ru 0.880; Cl -0.334; Cl -0.392; Cl -0.379; H 0.218; H 0.233; H 0.184; H 0.235; H 0.211; H 0.190; H 0.214; H 0.216; H 0.186; H 0.221; H 0.251; H 0.185; H 0.230; H 0.176; H 0.247; O -0.939; H 0.435; O -0.708; C 0.377; C -0.322; C -0.212; C -0.318; C -0.151; C -0.245; C 0.774; O -0.695; O -0.783; H 0.516; H 0.199; H 0.182; H 0.184; H 0.226